No. 1
DFT (ωB97M-V/def2-TZVPD) results for the molecule C2H5ClS.

Its gap between HOMO and LUMO is 10.13 eV. Its relative energy (zero: lowest compared OMol25 entry of this formula, charge and spin) is 3.2 kcal per mole. The total energy is -937.55312 hartree. As for the structure (SMILES): SCCCl.

The geometry in ORCA input format:
```
! wB97M-V def2-TZVPD RIJCOSX def2/J DEFGRID3
* xyz 0 1
S 0.25239 1.78520 0.31437
C -0.85753 0.61754 -0.45840
C -0.88797 -0.82158 -0.03208
Cl 0.67021 -1.61250 -0.09867
H 0.74657 0.82245 1.17247
H -1.00505 0.59824 -1.54513
H -1.93549 0.85947 -0.26899
H -1.57529 -1.26802 -0.81633
H -1.18944 -0.93852 1.04841
*
```

***

No. 2
DFT (ωB97M-V/def2-TZVPD) results for a structure of composition C4H6N2O.

Its gap between HOMO and LUMO is 8.13 eV. Its relative energy (zero: lowest compared OMol25 entry of this formula, charge and spin) is 90.7 kcal per mole. The total energy is -340.65040 hartree.

The geometry in ORCA input format:
```
! wB97M-V def2-TZVPD RIJCOSX def2/J DEFGRID3
* xyz 0 1
C -0.44433 0.96684 -0.57737
C 0.08227 -0.41931 0.73473
N -1.35051 0.45379 -1.51867
C 1.32848 -0.35017 0.04586
C -0.16097 -1.03788 1.88990
N 1.14615 0.48218 -0.93270
O -0.51868 2.10874 -0.17239
H -2.23876 0.93421 -1.46045
H -1.44996 -0.55133 -1.51843
H 1.89640 0.92449 -1.45854
H 2.25082 -0.91749 0.18437
H -1.17142 -1.12852 2.27617
H 0.63051 -1.46556 2.50752
*
```